No. 1
{"formula": "C21H34Cl12O4", "method": "ωB97M-V with the def2-TZVPD basis set", "total_energy_ev": -180784.9298, "gap_ev": 8.90, "fmax_ha_per_bohr": 0.016, "smiles": "CCC1=CC(=O)C(COO)=CC1=O.ClCCCl.ClCCCl.ClCCCl.ClCCCl.ClCCCl.ClCCCl", "symbols": ["C", "C", "C", "C", "C", "O", "C", "C", "O", "O", "C", "C", "O", "H", "H", "H", "H", "H", "H", "H", "H", "H", "H", "Cl", "C", "C", "Cl", "H", "H", "H", "H", "Cl", "C", "C", "Cl", "H", "H", "H", "H", "Cl", "C", "C", "Cl", "H", "H", "H", "H", "Cl", "C", "C", "Cl", "H", "H", "H", "H", "Cl", "C", "C", "Cl", "H", "H", "H", "H", "Cl", "C", "C", "Cl", "H", "H", "H", "H"], "positions_angstrom": [[-1.81, 6.67, -1.20], [-1.76, 5.56, -0.14], [-0.36, 5.06, 0.01], [0.66, 5.78, 0.51], [2.00, 5.14, 0.55], [2.78, 5.27, 1.47], [2.29, 4.25, -0.61], [3.68, 4.23, -1.21], [3.64, 4.31, -2.61], [3.05, 5.60, -2.87], [1.29, 3.52, -1.09], [-0.03, 3.67, -0.43], [-0.79, 2.74, -0.22], [-1.12, 6.42, -2.01], [-1.44, 7.61, -0.79], [-2.80, 6.78, -1.63], [-2.43, 4.75, -0.43], [-2.09, 5.95, 0.82], [0.53, 6.79, 0.87], [4.17, 3.28, -0.97], [4.26, 5.07, -0.83], [2.79, 5.51, -3.80], [1.40, 2.85, -1.94], [-6.08, 1.44, -3.10], [-4.53, 1.13, -2.28], [-4.44, 1.86, -0.96], [-4.32, 3.63, -1.18], [-3.73, 1.42, -2.95], [-4.48, 0.06, -2.10], [-3.53, 1.55, -0.44], [-5.29, 1.66, -0.33], [-2.11, -1.37, 0.81], [-0.71, -0.51, 1.51], [0.49, -1.41, 1.66], [0.26, -2.68, 2.90], [-1.02, -0.10, 2.47], [-0.47, 0.31, 0.84], [1.35, -0.82, 1.98], [0.74, -1.91, 0.73], [2.96, -4.06, 0.79], [3.05, -5.45, 1.90], [3.79, -5.11, 3.17], [5.53, -4.84, 2.87], [3.51, -6.27, 1.36], [2.02, -5.72, 2.14], [3.71, -5.95, 3.86], [3.39, -4.22, 3.64], [3.06, -3.10, -4.15], [4.67, -3.35, -3.43], [4.78, -2.77, -2.05], [4.70, -0.99, -2.05], [5.40, -2.90, -4.10], [4.84, -4.42, -3.39], [5.73, -3.05, -1.60], [3.98, -3.14, -1.41], [3.28, -8.34, -0.03], [1.75, -7.88, -0.83], [0.60, -8.74, -0.39], [0.76, -10.42, -0.97], [1.91, -7.94, -1.90], [1.56, -6.84, -0.56], [-0.33, -8.34, -0.81], [0.51, -8.77, 0.69], [-5.23, 0.78, 2.19], [-6.53, 1.86, 2.76], [-7.31, 1.26, 3.90], [-8.26, -0.16, 3.39], [-7.18, 2.07, 1.91], [-6.06, 2.78, 3.08], [-8.01, 1.99, 4.29], [-6.65, 0.94, 4.70]], "lowdin_charge": [-0.077, -0.210, -0.150, 0.073, -0.332, 0.120, -0.113, -0.142, -0.129, -0.013, 0.081, -0.318, 0.103, 0.078, 0.072, 0.069, -0.001, 0.121, 0.134, 0.144, 0.131, 0.106, 0.139, 0.536, -0.655, -0.659, 0.606, 0.069, 0.073, 0.053, 0.011, 0.531, -0.650, -0.669, 0.527, 0.072, 0.053, 0.077, 0.047, 0.585, -0.669, -0.655, 0.542, -0.010, 0.073, 0.076, 0.062, 0.531, -0.662, -0.677, 0.525, 0.067, 0.072, 0.077, -0.014, 0.574, -0.641, -0.665, 0.542, 0.071, 0.064, 0.075, 0.068, 0.570, -0.649, -0.667, 0.540, 0.071, 0.075, 0.072, 0.067]}

=====

No. 2
{"formula": "C4H5NO", "method": "ωB97M-V with the def2-TZVPD basis set", "total_energy_ev": -7763.5764, "gap_ev": 8.41, "fmax_ha_per_bohr": 0.008, "smiles": "C=C=C=C(N)O", "symbols": ["C", "C", "C", "C", "O", "N", "H", "H", "H", "H", "H"], "positions_angstrom": [[-2.34, 0.07, -0.05], [-1.15, 0.59, -0.31], [0.07, 1.02, -0.49], [0.98, 0.05, 0.02], [0.67, -0.94, 0.85], [2.28, 0.10, -0.27], [-2.90, -0.48, -0.79], [-2.82, 0.28, 0.91], [-0.31, -0.96, 0.89], [2.92, -0.59, 0.09], [2.59, 0.86, -0.84]], "lowdin_charge": [-0.042, -0.202, -0.045, -0.459, 0.098, 0.191, 0.049, 0.054, 0.110, 0.126, 0.119]}

=====

No. 3
{"formula": "C49H43BrN5O6SSiTi", "method": "ωB97M-V with the def2-TZVPD basis set", "s2": 0.758, "total_energy_ev": -183125.6896, "spin_multiplicity": 2, "gap_ev": [5.38, 7.35], "fmax_ha_per_bohr": 0.050, "symbols": ["Ti", "O", "C", "O", "C", "C", "C", "C", "C", "N", "C", "O", "O", "H", "H", "H", "H", "C", "C", "N", "C", "C", "C", "S", "N", "C", "O", "C", "C", "C", "C", "C", "C", "H", "H", "H", "H", "H", "H", "H", "H", "H", "H", "H", "H", "H", "H", "H", "Br", "C", "C", "C", "C", "C", "C", "N", "C", "C", "C", "C", "C", "C", "N", "H", "H", "H", "H", "H", "H", "H", "H", "H", "O", "Si", "C", "C", "C", "C", "C", "C", "C", "C", "C", "C", "C", "C", "C", "C", "C", "C", "C", "C", "H", "H", "H", "H", "H", "H", "H", "H", "H", "H", "H", "H", "H", "H", "H"], "positions_angstrom": [[-0.83, 0.06, -1.24], [-1.10, -3.33, 2.54], [-0.91, -2.68, 1.38], [0.17, -2.29, 1.03], [-2.16, -2.65, 0.55], [-3.24, -3.44, 0.89], [-4.37, -3.44, 0.08], [-4.36, -2.67, -1.06], [-3.22, -1.93, -1.34], [-2.16, -1.88, -0.55], [-3.08, -1.15, -2.64], [-4.00, -1.06, -3.41], [-1.89, -0.67, -2.78], [-0.26, -3.29, 3.01], [-3.19, -4.04, 1.79], [-5.22, -4.04, 0.34], [-5.18, -2.63, -1.76], [4.14, 2.79, 1.23], [4.18, 2.30, -0.21], [3.92, 0.87, -0.34], [5.10, 0.00, -0.29], [5.64, -0.32, -1.68], [2.69, 0.37, -0.52], [1.36, 1.42, -0.45], [2.69, -0.98, -0.71], [1.68, -1.65, -1.19], [0.54, -1.18, -1.53], [1.85, -3.11, -1.39], [3.01, -3.76, -0.99], [3.14, -5.12, -1.18], [2.11, -5.85, -1.76], [0.95, -5.20, -2.16], [0.81, -3.83, -1.97], [4.38, 3.85, 1.28], [4.86, 2.24, 1.85], [3.14, 2.65, 1.65], [5.16, 2.49, -0.65], [3.45, 2.84, -0.81], [4.84, -0.91, 0.24], [5.85, 0.53, 0.30], [4.92, -0.94, -2.22], [6.58, -0.87, -1.61], [5.82, 0.59, -2.25], [3.81, -3.18, -0.54], [4.05, -5.63, -0.87], [2.21, -6.91, -1.91], [0.15, -5.76, -2.62], [-0.08, -3.32, -2.29], [3.21, -1.45, -7.36], [2.17, -0.62, -6.01], [0.81, -0.43, -6.22], [0.05, 0.17, -5.22], [0.65, 0.59, -4.03], [2.01, 0.39, -3.85], [2.77, -0.21, -4.84], [-0.16, 1.17, -3.03], [-0.92, 2.18, -3.38], [-1.97, 2.56, -2.54], [-2.78, 3.70, -2.75], [-3.80, 3.98, -1.88], [-4.02, 3.11, -0.79], [-3.20, 2.03, -0.63], [-2.18, 1.73, -1.47], [0.34, -0.77, -7.13], [-1.02, 0.28, -5.34], [2.49, 0.74, -2.95], [3.84, -0.36, -4.69], [-0.74, 2.71, -4.32], [-2.57, 4.33, -3.60], [-4.42, 4.85, -2.03], [-4.82, 3.28, -0.09], [-3.33, 1.36, 0.20], [-1.17, 0.32, 0.56], [-1.15, 0.86, 2.10], [-2.82, 0.44, 2.86], [-3.10, 0.78, 4.19], [-4.33, 0.49, 4.78], [-5.31, -0.15, 4.04], [-5.06, -0.50, 2.72], [-3.83, -0.21, 2.15], [-0.81, 2.71, 2.21], [-0.60, 3.28, 3.47], [-0.34, 4.63, 3.62], [-0.26, 5.45, 2.50], [-0.44, 4.90, 1.24], [-0.71, 3.55, 1.10], [0.14, 0.01, 3.18], [1.49, 0.35, 3.05], [2.47, -0.30, 3.79], [2.12, -1.30, 4.69], [0.78, -1.63, 4.85], [-0.20, -0.98, 4.10], [-2.35, 1.27, 4.80], [-4.51, 0.76, 5.81], [-6.27, -0.38, 4.49], [-5.82, -1.01, 2.14], [-3.65, -0.51, 1.12], [-0.63, 2.65, 4.36], [-0.19, 5.05, 4.61], [-0.05, 6.51, 2.61], [-0.37, 5.53, 0.36], [-0.84, 3.14, 0.11], [1.78, 1.13, 2.36], [3.51, -0.02, 3.67], [2.88, -1.81, 5.27], [0.49, -2.39, 5.57], [-1.24, -1.24, 4.25]], "lowdin_charge": [0.904, 0.104, -0.443, 0.153, -0.158, 0.016, -0.027, 0.026, -0.160, 0.149, -0.568, 0.082, -0.127, 0.119, 0.122, 0.114, 0.125, -0.069, -0.252, -0.123, -0.209, -0.070, -0.671, 0.859, 0.140, -0.405, -0.179, -0.135, -0.018, -0.079, -0.088, -0.073, -0.007, 0.078, 0.073, 0.047, 0.117, 0.079, 0.107, 0.115, 0.061, 0.075, 0.074, 0.104, 0.100, 0.100, 0.102, 0.116, 0.728, -0.689, -0.112, -0.006, -0.258, -0.008, -0.110, -0.017, -0.049, -0.228, -0.002, -0.045, -0.019, -0.097, 0.031, 0.104, 0.124, 0.086, 0.098, 0.147, 0.118, 0.110, 0.115, 0.087, -0.440, 0.518, -0.206, -0.096, -0.083, -0.090, -0.079, -0.100, -0.209, -0.094, -0.086, -0.093, -0.080, -0.117, -0.207, -0.080, -0.072, -0.085, -0.095, -0.115, 0.095, 0.102, 0.100, 0.101, 0.077, 0.095, 0.101, 0.099, 0.101, 0.060, 0.060, 0.100, 0.100, 0.104, 0.100]}